No. 1
The following is a quantum chemistry calculation of a structure of composition C43H45F6GeN4O2SbW at a distorted geometry, from OMol25.

ORCA input file:
```
! RIJCOSX wB97M-V def2-TZVPD def2/J DEFGRID3
* xyz 1 2
W -1.43237 -0.52790 1.71496
C -5.59058 -1.69874 0.64741
C -5.07195 -0.68658 1.67331
C -4.30312 0.48944 1.06464
N -3.03420 0.77628 1.76092
C -2.86655 1.89313 2.49489
C -3.93180 2.71426 2.88589
C -3.92934 3.99827 3.38789
C -2.85784 4.85928 3.60401
C -1.52728 4.51992 3.53399
C -0.94798 3.26399 3.33913
C -1.52493 2.05263 3.00901
N -0.82820 0.87335 3.04317
C 0.46372 0.83996 3.73491
C 0.83598 -0.57183 4.14669
C 1.22143 -1.48198 2.99251
N 0.06233 -1.81653 2.15314
C -0.00319 -3.05900 1.56680
C 1.12000 -3.84599 1.41166
C 1.26928 -5.16433 0.96300
C 0.31032 -6.08543 0.63124
C -1.06343 -5.84570 0.57730
C -1.75114 -4.66272 0.70667
C -1.30324 -3.36130 1.00855
N -2.10424 -2.29828 0.85493
C -3.23483 -2.42157 -0.08889
C -4.60580 -2.85567 0.46265
H -5.76740 -1.21613 -0.32033
H -6.55263 -2.09619 0.96899
H -4.40011 -1.21429 2.33896
H -5.86862 -0.32068 2.32087
H -4.91608 1.38741 1.02191
H -4.03504 0.28016 0.02829
H -4.91067 2.27099 2.75788
H -4.91276 4.40448 3.59613
H -3.09564 5.87836 3.87950
H -0.82126 5.31889 3.72805
H 0.12669 3.23651 3.46192
H 0.40188 1.46669 4.62669
H 1.23953 1.26450 3.08457
H 0.00581 -1.01523 4.69762
H 1.68044 -0.51791 4.83473
H 1.63719 -2.40150 3.40557
H 1.99829 -1.01513 2.37544
H 2.04930 -3.35861 1.67534
H 2.29531 -5.51199 0.92167
H 0.64559 -7.08701 0.39525
H -1.68487 -6.70743 0.36066
H -2.81989 -4.74033 0.55957
H -2.90710 -3.11192 -0.86860
H -3.32761 -1.45793 -0.59135
H -4.47300 -3.36412 1.42077
H -5.03143 -3.58357 -0.23194
F -2.17858 -1.44380 3.40024
Sb -3.32123 -1.83525 5.07545
F -2.34270 -3.41638 5.01834
F -4.57474 -2.60436 3.92604
F -4.31118 -2.16719 6.59946
F -4.02559 -0.14471 4.70208
F -1.91713 -1.01335 5.98963
O -0.76977 1.18843 0.45740
C -0.30459 0.47818 -0.48239
O -0.43914 -0.76464 -0.28370
C 0.40240 1.03086 -1.66272
C 1.92027 1.05215 -1.37872
Ge 2.91744 1.30674 -3.05068
C 2.32122 3.01985 -3.73492
C 2.70291 4.14535 -2.99617
C 2.29024 5.41792 -3.36591
C 1.48205 5.58685 -4.48216
C 1.08374 4.48177 -5.21864
C 1.49775 3.20816 -4.84518
C 2.49096 -0.25041 -4.13444
C 2.36523 -0.22576 -5.52498
C 2.07670 -1.38185 -6.23955
C 1.91302 -2.58812 -5.57582
C 2.04710 -2.63609 -4.19536
C 2.33226 -1.47784 -3.48473
C 4.80976 1.37459 -2.64305
C 5.38939 0.39002 -1.83915
C 6.74773 0.40737 -1.55552
C 7.55025 1.41435 -2.07534
C 6.99166 2.39762 -2.87833
C 5.63067 2.37744 -3.15966
H 0.03897 2.03903 -1.85982
H 0.18121 0.39163 -2.52017
H 2.22791 0.10932 -0.91874
H 2.16699 1.85617 -0.68312
H 3.34538 4.03327 -2.12812
H 2.60355 6.27794 -2.78749
H 1.16286 6.57859 -4.77611
H 0.44894 4.60896 -6.08642
H 1.15472 2.36215 -5.42527
H 2.52307 0.69383 -6.07320
H 1.98772 -1.34049 -7.31768
H 1.69161 -3.48925 -6.13314
H 1.93350 -3.57774 -3.67261
H 2.42840 -1.54184 -2.40563
H 4.78007 -0.41103 -1.43098
H 7.18279 -0.36480 -0.93365
H 8.61036 1.42925 -1.85739
H 7.61636 3.18061 -3.28885
H 5.21054 3.15151 -3.79171
*
```

Results
* E_tot: -5018.4673 a.u.
* LUMO (spin up / spin down): -4.86 / -4.45 eV
* maximum force: 0.0508 Eh/bohr

No. 2
The following is a quantum chemistry calculation of a cluster of 12 separate species, C42H114N6O12 in total at a distorted geometry, from OMol25.

ORCA input file:
```
! RIJCOSX wB97M-V def2-TZVPD def2/J DEFGRID3
* xyz 0 1
C -1.40249 -1.45761 4.78593
O -0.08733 -2.01987 4.62188
C 0.92191 -1.06603 5.04938
C 2.23375 -1.71863 4.77280
C 3.45599 -0.80548 5.03603
N 2.28188 -1.96820 3.34487
H -2.12001 -2.35055 4.40468
H -1.62712 -0.50402 4.20223
H -1.52880 -1.30810 5.84841
H 0.74212 -0.21139 4.44280
H 0.92635 -0.77445 6.15470
H 2.29761 -2.65801 5.34119
H 3.29633 0.04421 4.29775
H 4.38065 -1.32135 4.72483
H 3.50371 -0.43034 6.13926
H 1.61925 -2.72496 3.15487
H 1.77682 -1.16055 2.92567
C 2.08343 4.89453 3.52283
O 1.02093 4.02960 4.02065
C 1.10294 3.61284 5.39866
C -0.28250 3.50104 6.04985
C -1.12912 2.49449 5.27062
N -1.01764 4.72969 6.21103
H 1.95658 5.07813 2.43654
H 3.09135 4.46159 3.68806
H 2.00395 5.80323 4.05312
H 1.52945 2.61221 5.38895
H 1.75928 4.28546 5.92924
H -0.12656 3.17199 7.07074
H -0.81910 1.46341 5.33344
H -1.18661 2.69783 4.21682
H -2.14540 2.42430 5.61418
H -0.89105 5.25064 7.01849
H -1.02808 5.31009 5.38148
C -3.00138 -3.99119 -7.44777
O -2.92789 -4.46219 -6.11225
C -3.14444 -3.47012 -5.09644
C -2.94928 -4.08072 -3.76188
C -3.37264 -3.04399 -2.73396
N -1.53523 -4.52523 -3.60320
H -4.08236 -3.85354 -7.75426
H -2.67830 -4.86188 -8.11832
H -2.52035 -3.02138 -7.65262
H -2.49552 -2.59907 -5.20800
H -4.21158 -3.11562 -5.23031
H -3.63926 -4.95031 -3.76099
H -2.69218 -2.19693 -2.91395
H -3.18303 -3.33461 -1.69984
H -4.35464 -2.61016 -2.89042
H -1.38910 -5.02533 -4.41227
H -0.95271 -3.72947 -3.70595
C -4.75208 0.66538 -1.89366
O -4.67142 1.01733 -3.27453
C -3.39391 1.55365 -3.62647
C -3.34930 1.73228 -5.12264
C -1.99815 2.09755 -5.66997
N -4.27812 2.88683 -5.33404
H -4.34176 1.47488 -1.27312
H -4.29080 -0.26232 -1.76800
H -5.78242 0.64214 -1.58198
H -3.21747 2.56931 -3.21309
H -2.61769 0.84920 -3.33711
H -3.78858 0.79370 -5.49470
H -2.11738 2.15898 -6.74851
H -1.30213 1.32203 -5.44595
H -1.57925 3.01895 -5.23140
H -5.13941 2.61108 -4.79368
H -4.62457 2.92013 -6.30411
C 0.57691 4.95686 -0.74596
O 0.12908 5.96026 0.15807
C -1.27598 6.04330 0.27573
C -1.85502 4.94861 1.03759
C -3.36321 5.10009 0.78729
N -1.52392 4.94544 2.46356
H 0.11872 3.97333 -0.34959
H 1.63717 4.87033 -0.66399
H 0.11398 5.05494 -1.75324
H -1.44177 6.95809 0.78856
H -1.82661 6.11776 -0.72544
H -1.57418 3.98566 0.60066
H -3.48142 4.80338 -0.24336
H -3.63493 6.12023 0.91720
H -3.90302 4.48072 1.50933
H -0.55713 4.71247 2.56278
H -2.11077 4.31461 2.97615
C 0.81942 1.62046 2.24621
O 0.26150 0.35606 2.07017
C -0.57931 0.39249 0.96588
C -0.65829 -1.02107 0.32818
C -1.26947 -2.01670 1.30814
N 0.66998 -1.36251 -0.07479
H 1.39372 1.89847 1.41493
H 1.41708 1.59809 3.16443
H -0.02212 2.29983 2.38404
H -1.61124 0.72958 1.32593
H -0.22515 1.23426 0.26734
H -1.25443 -0.88376 -0.62346
H -0.67379 -2.02651 2.18323
H -1.40867 -2.98608 0.89116
H -2.21674 -1.53758 1.71496
H 1.42035 -1.18457 0.60533
H 0.67096 -2.35668 -0.33669
C 0.81506 -2.37434 -6.65741
C 1.22258 -2.34475 -5.16951
C 2.40301 -1.33234 -5.05392
O 0.16489 -1.90735 -4.39666
H 1.54475 -2.83006 -7.33376
H 0.49240 -1.31887 -6.87303
H -0.06322 -3.07574 -6.64625
H 1.51245 -3.31651 -4.74037
H 1.94471 -0.30350 -4.97535
H 2.99075 -1.38747 -5.93398
H 2.98214 -1.39733 -4.13587
H 0.36340 -1.04514 -3.90448
C 2.92908 1.18846 -1.86952
C 1.41242 1.30016 -2.05469
C 1.04335 2.37528 -3.05993
O 0.85613 0.07789 -2.40607
H 3.30040 2.13828 -1.54522
H 3.37590 0.90054 -2.78421
H 3.21814 0.38774 -1.16265
H 1.13532 1.70626 -1.07146
H -0.03426 2.47095 -3.14830
H 1.45596 2.19271 -4.03134
H 1.43329 3.39191 -2.71638
H 0.85201 -0.51967 -1.58042
C -4.74942 2.08241 3.40371
C -5.21781 0.71730 2.93476
C -5.34913 0.63863 1.41882
O -4.16073 -0.17922 3.32171
H -5.33806 2.84569 2.87005
H -3.72328 2.12175 3.07778
H -4.84429 2.10858 4.55100
H -6.12582 0.33447 3.43720
H -5.53480 -0.39757 1.04617
H -4.38462 1.02236 0.94828
H -6.11874 1.25223 0.97594
H -4.52017 -1.05649 3.24326
C 1.04139 -6.33096 -1.48574
C 0.18664 -5.43573 -0.53595
C 0.92519 -5.15096 0.78062
O -0.24870 -4.19475 -1.01281
H 1.38094 -7.19265 -0.90706
H 1.82013 -5.69388 -1.89726
H 0.54846 -6.63134 -2.41805
H -0.76334 -5.95666 -0.32205
H 1.21422 -6.13888 1.20140
H 0.16301 -4.69137 1.45301
H 1.74306 -4.46137 0.61463
H -0.61465 -4.38202 -1.90625
C 6.41251 0.15290 -0.14470
C 6.32737 0.97282 1.16297
C 4.84892 1.54489 1.38737
O 6.66774 0.15407 2.31616
H 5.73070 -0.65500 -0.09023
H 7.44111 -0.21596 -0.19652
H 6.24665 0.76784 -1.09012
H 7.16439 1.67938 1.26986
H 4.72918 2.15775 2.24836
H 4.21199 0.66425 1.58669
H 4.64268 2.02916 0.37421
H 6.06038 -0.63641 2.31900
C 4.87927 -3.15100 -0.21844
C 4.33184 -3.03173 1.23393
C 4.94093 -4.02137 2.14864
O 4.46457 -1.74241 1.88433
H 5.95456 -3.11542 -0.30936
H 4.37871 -2.40644 -0.79453
H 4.49388 -4.06255 -0.62810
H 3.26656 -3.24582 1.03799
H 4.45742 -4.01571 3.15326
H 5.99735 -3.81257 2.32565
H 4.92059 -5.05422 1.84153
H 3.77068 -1.82795 2.57294
*
```

Results
* E_tot: -2899.8242 a.u.
* LUMO: 0.50 eV
* maximum force: 0.0680 Eh/bohr
* SMILES: COC[C@H](C)N.COC[C@H](C)N.COC[C@H](C)N.COC[C@H](C)N.COC[C@H](C)N.COC[C@H](C)N.CC(C)O.CC(C)O.CC(C)O.CC(C)O.CC(C)O.CC(C)O